No. 1
Computed, not measured: a molecular structure, C30H30ClF3IMoN11O2PS2, with wB97M-V/def2-TZVPD.

Output
- E_HOMO (alpha / beta) (eV) = -10.5 / -10.6

```
! wB97M-V def2-TZVPD RIJCOSX def2/J DEFGRID3
* xyz 1 3
Mo 0.009 -0.142 -0.157
N -1.205 2.747 3.035
C -2.519 2.543 2.643
C -3.715 3.013 3.169
C -4.871 2.586 2.549
C -4.825 1.721 1.446
C -3.631 1.262 0.930
C -2.450 1.686 1.542
N -1.106 1.388 1.285
C -0.423 2.041 2.195
C 1.022 1.970 2.237
C 1.909 2.580 3.064
S 3.496 2.205 2.566
C 2.869 1.250 1.299
N 1.575 1.209 1.246
H -0.889 3.327 3.792
H -3.741 3.674 4.025
H -5.829 2.920 2.922
H -5.753 1.402 0.990
H -3.623 0.587 0.087
H 1.722 3.229 3.903
H 3.515 0.716 0.622
F -3.136 -2.312 -3.714
C -3.647 -1.101 -3.955
F -3.486 -0.839 -5.259
F -4.974 -1.175 -3.731
C -3.033 -0.022 -3.105
C -3.484 1.276 -3.285
C -2.952 2.318 -2.538
C -1.988 2.022 -1.597
N -1.574 0.769 -1.414
C -2.036 -0.244 -2.157
S -1.162 -1.689 -1.735
H -4.251 1.470 -4.024
H -3.283 3.336 -2.677
H -1.521 2.773 -0.974
Cl 1.092 -1.518 1.591
C 2.515 4.728 -1.321
N 2.199 3.389 -1.806
C 2.595 2.984 -3.051
C 2.080 1.885 -3.612
C 1.117 1.095 -2.859
O 0.449 0.215 -3.378
N 1.010 1.358 -1.490
C 1.242 2.667 -1.100
O 0.666 3.219 -0.173
H 3.373 5.098 -1.877
H 2.757 4.689 -0.262
H 1.671 5.404 -1.456
H 3.304 3.628 -3.553
H 2.319 1.581 -4.619
I -3.867 -1.798 4.804
C -3.087 -1.736 2.904
C -3.630 -2.259 1.750
N -2.794 -1.933 0.755
N -1.724 -1.254 1.190
C -1.890 -1.139 2.502
H -4.530 -2.824 1.577
H -2.800 -2.222 -0.217
H -1.154 -0.640 3.108
C 4.457 -2.599 -2.618
N 4.357 -2.641 -1.161
C 3.840 -3.952 -0.760
N 2.578 -4.307 -1.404
C 2.731 -4.209 -2.853
N 3.198 -2.898 -3.288
C 2.206 -1.851 -3.080
P 1.785 -1.680 -1.269
C 3.530 -1.555 -0.649
C 1.478 -3.483 -0.929
H 5.194 -3.341 -2.929
H 4.806 -1.612 -2.927
H 3.709 -3.970 0.323
H 4.584 -4.701 -1.035
H 1.776 -4.431 -3.332
H 3.463 -4.953 -3.172
H 1.293 -2.063 -3.633
H 2.605 -0.911 -3.455
H 3.526 -1.576 0.440
H 3.949 -0.603 -0.993
H 0.559 -3.780 -1.439
H 1.337 -3.621 0.141
*
```



No. 2
Computed, not measured: a molecular structure, C4H3EuF3NO6S2, with wB97M-V/def2-TZVPD.

Output
- E_HOMO (alpha / beta) (eV) = -8.1 / -7.2

```
! wB97M-V def2-TZVPD RIJCOSX def2/J DEFGRID3
* xyz 0 7
N -0.988 -2.433 -0.305
S 0.577 -2.126 -0.797
O 1.552 -3.010 -0.143
O 0.933 -0.807 -1.424
S -2.277 -1.688 -0.783
O -1.873 -0.316 -1.248
O -3.087 -2.809 -1.279
C -3.630 -0.980 0.329
F -4.355 -0.073 -0.309
F -4.477 -1.895 0.775
F -3.054 -0.427 1.386
Eu -0.096 1.151 -1.397
C 2.953 0.858 1.144
O 1.710 1.065 0.488
C 1.537 2.577 -0.207
C 2.156 3.705 -0.074
O 2.775 4.728 -0.094
H 2.795 -0.006 1.800
H 3.698 0.765 0.342
H 3.150 1.721 1.796
*
```



No. 3
Computed, not measured: a molecular structure, C43H54BrN3P2Ti, with wB97M-V/def2-TZVPD.

Output
- E_HOMO (eV) = -12.8

```
! wB97M-V def2-TZVPD RIJCOSX def2/J DEFGRID3
* xyz 2 1
Ti 0.495 0.879 -0.216
C -3.303 -2.644 0.173
C -2.278 -2.073 1.153
C -2.441 -2.653 2.559
P -2.157 -0.217 1.258
C -3.627 0.343 2.245
C -5.017 -0.181 1.889
C -3.630 1.862 2.439
C -2.361 0.264 -0.492
C -3.401 1.041 -1.003
C -3.482 1.351 -2.353
C -4.603 2.187 -2.890
C -2.507 0.840 -3.225
C -1.448 0.112 -2.744
C -1.337 -0.150 -1.366
N -0.161 -0.753 -0.827
C 0.378 -1.982 -1.252
C -0.364 -2.938 -1.928
C 0.218 -4.150 -2.263
C 1.534 -4.448 -1.915
C 2.146 -5.781 -2.238
C 2.268 -3.474 -1.239
C 1.715 -2.239 -0.921
P 2.473 -0.896 0.049
C 4.273 -0.585 -0.334
C 4.557 0.658 -1.175
C 5.026 -1.772 -0.935
C 2.512 -1.561 1.783
C 3.602 -2.597 2.056
C 1.150 -2.138 2.156
H -3.110 -3.711 0.046
H -4.327 -2.543 0.524
H -3.245 -2.178 -0.809
H -1.289 -2.363 0.788
H -3.434 -2.455 2.962
H -2.313 -3.735 2.528
H -1.704 -2.252 3.258
H -3.365 -0.084 3.223
H -5.363 0.154 0.912
H -5.066 -1.265 1.908
H -5.726 0.185 2.632
H -3.781 2.399 1.503
H -4.443 2.142 3.109
H -2.701 2.210 2.893
H -4.178 1.397 -0.343
H -5.267 2.526 -2.098
H -4.213 3.059 -3.415
H -5.191 1.617 -3.609
H -2.583 1.042 -4.285
H -0.685 -0.260 -3.415
H -1.396 -2.735 -2.189
H -0.370 -4.888 -2.794
H 1.606 -6.278 -3.040
H 3.186 -5.673 -2.542
H 2.124 -6.437 -1.367
H 3.291 -3.699 -0.971
H 4.658 -0.391 0.676
H 4.398 0.469 -2.234
H 3.948 1.510 -0.888
H 5.604 0.933 -1.047
H 4.636 -2.021 -1.921
H 6.071 -1.488 -1.061
H 5.002 -2.662 -0.311
H 2.707 -0.672 2.399
H 3.470 -3.480 1.431
H 4.608 -2.208 1.912
H 3.526 -2.922 3.095
H 0.991 -3.090 1.647
H 1.105 -2.325 3.230
H 0.325 -1.479 1.884
C -1.897 4.588 0.151
C -1.723 5.192 -1.089
C -0.922 4.583 -2.036
C -0.306 3.372 -1.739
N -0.501 2.785 -0.537
C -1.263 3.387 0.381
C 0.606 2.637 -2.632
C 0.937 3.079 -3.907
C 1.740 2.300 -4.725
C 2.207 1.075 -4.270
C 1.895 0.646 -2.985
C 1.119 1.429 -2.136
H -2.504 5.041 0.921
H -2.199 6.138 -1.309
H -0.765 5.049 -2.997
H -1.355 2.877 1.332
H 0.563 4.022 -4.284
H 1.991 2.642 -5.719
H 2.812 0.455 -4.917
H 2.257 -0.325 -2.666
C 0.632 0.819 5.443
C 1.139 1.518 4.215
C 2.006 2.603 4.274
C 2.430 3.216 3.108
C 1.971 2.711 1.906
Br 2.529 3.520 0.302
N 1.142 1.668 1.805
C 0.739 1.098 2.958
H 1.078 1.235 6.343
H 0.864 -0.246 5.412
H -0.451 0.918 5.527
H 2.350 2.974 5.232
H 3.099 4.062 3.120
H 0.042 0.279 2.852
*
```



No. 4
Computed, not measured: a gas-phase ion, C5H2FO2 (charge -1), with wB97M-V/def2-TZVPD.

Output
- E_HOMO (eV) = -3.1

```
! wB97M-V def2-TZVPD RIJCOSX def2/J DEFGRID3
* xyz -1 1
O 0.362 2.844 0.506
C 0.713 1.787 0.220
C 1.124 0.566 -0.037
C 0.266 -0.586 -0.417
C -0.691 -1.331 0.498
O -0.813 -2.506 0.758
C -1.188 -0.079 0.292
F -2.505 -0.210 -0.391
H 2.334 0.567 -0.062
H 0.398 -1.052 -1.367
*
```